C41H25N9O4PbS | ωB97M-V with the def2-TZVPD basis set

```
! RIJCOSX wB97M-V def2-TZVPD def2/J DEFGRID3
* xyz 0 1
Pb -0.69 0.03 -1.43
S -0.03 -0.10 2.54
O -4.65 1.89 -1.17
O -3.12 0.46 -1.94
O 1.36 -0.10 2.17
O -0.38 0.51 3.79
N 0.98 -1.48 -1.08
N 2.82 0.08 -1.05
N -3.31 -0.91 1.38
N -1.67 -1.78 -0.17
N 1.03 1.44 -0.15
N 0.13 3.00 1.53
N -0.27 -3.52 -1.05
N -0.77 0.91 1.33
N -1.92 0.77 0.50
C 2.63 -4.72 -1.37
C 1.06 2.52 0.67
C -4.33 2.27 4.26
C -2.47 1.95 -0.17
C -1.41 -3.04 -0.64
C -4.08 1.22 3.41
C -4.72 -3.58 0.70
C 4.46 2.66 -0.51
C -3.48 3.37 4.30
C 3.99 -4.92 -1.49
C 4.89 -3.86 -1.52
C -3.49 -3.09 0.31
C 2.18 -3.41 -1.30
C -1.81 -5.88 2.78
C -2.83 0.29 1.49
C 3.16 2.31 -0.22
C 4.45 -2.55 -1.43
C -4.17 -5.64 -0.44
C -2.86 -1.80 0.49
C 2.30 1.19 -0.58
C 2.36 3.15 0.59
C -2.35 3.41 3.50
C 4.94 3.86 -0.01
C -0.19 -4.09 2.08
C -2.06 2.35 2.64
C -3.55 1.38 -1.21
C -0.84 2.21 1.88
C -2.91 -5.17 -0.79
C 3.08 -2.33 -1.32
C 4.16 4.67 0.80
C 0.20 -2.76 2.00
C 2.86 4.32 1.14
C 2.29 -1.12 -1.16
C -1.72 -2.13 3.33
C -0.59 -1.80 2.59
C -5.06 -4.87 0.30
C -2.58 -3.88 -0.43
C -2.09 -3.46 3.40
C -1.36 -4.45 2.75
C -2.98 1.25 2.56
C 0.86 -2.83 -1.14
H -1.69 2.49 -0.73
H 5.13 -1.72 -1.44
H -4.75 0.38 3.33
H -2.97 -3.74 3.95
H -2.68 -5.99 2.13
H 4.57 5.60 1.17
H 0.40 -4.84 1.58
H -2.98 2.65 0.50
H -2.11 -6.18 3.78
H -1.67 4.25 3.54
H 4.37 -5.93 -1.57
H -5.40 -2.97 1.28
H -3.69 4.19 4.96
H 5.07 2.02 -1.13
H 5.95 -4.06 -1.59
H -5.21 2.25 4.89
H -2.23 -5.78 -1.36
H -4.47 -6.64 -0.74
H 1.10 -2.46 1.51
H 5.95 4.17 -0.25
H -1.03 -6.55 2.43
H -6.03 -5.27 0.55
H -2.27 -1.36 3.85
H 2.25 4.92 1.79
H 1.93 -5.54 -1.33
*
```

Output
E_HOMO (alpha / beta)   -7.0 / -7.0 eV
Calculated total energy   -2962.14204 Ha